1.
This record from the Open Molecules 2025 dataset describes a cluster of 9 separate species, C18H57N3O9 in total at a distorted geometry. The level of theory is wB97M-V/def2-TZVPD.

Properties
structure (SMILES): COC[C@H](C)N.COC[C@H](C)N.COC[C@H](C)N.CCO.CCO.CCO.O.O.O
gap between HOMO and LUMO: 9.391 eV
E_tot: -42484.984 eV
ΔE to the lowest compared entry with this formula, charge and spin: 13.61 kcal/mol
E_HOMO: -0.3355 Eh

Last column: Mulliken charge in e.
Cartesian coordinates (Å):
C  2.9332  -0.7802  -3.1590  -0.40
O  3.1698  0.5193  -2.6209  -0.39
C  2.0381  1.1454  -2.0805  0.00
C  2.4617  2.1192  -0.9780  0.46
C  1.2721  2.8951  -0.4311  -1.10
N  3.5703  3.0110  -1.3925  -0.73
H  2.1391  -0.8386  -3.9069  0.33
H  2.6998  -1.3997  -2.2915  -0.02
H  3.8846  -1.0710  -3.5959  0.25
H  1.4662  1.6838  -2.8480  0.45
H  1.3933  0.3861  -1.6115  -0.13
H  2.8565  1.5953  -0.1012  0.08
H  1.6414  3.7622  0.1154  0.44
H  0.6530  2.3268  0.2529  0.04
H  0.5180  3.2508  -1.1423  0.27
H  3.2961  3.3477  -2.3129  0.32
H  4.3934  2.4319  -1.4925  0.33
C  -8.0045  0.1026  3.1617  -0.80
O  -6.9365  -0.0106  2.2650  -0.30
C  -6.3785  1.2502  1.9380  -0.92
C  -4.9133  1.1126  1.6545  0.84
C  -4.1017  0.3819  2.7147  -0.86
N  -4.2926  2.4693  1.5343  -0.79
H  -7.7585  0.2320  4.2264  0.32
H  -8.5601  -0.8392  3.1495  0.26
H  -8.6980  0.9206  2.9359  0.32
H  -6.9239  1.7074  1.0996  0.37
H  -6.4945  2.0080  2.7272  0.47
H  -4.7314  0.5626  0.7206  0.12
H  -4.1703  0.9066  3.6759  0.37
H  -3.0355  0.5118  2.5082  -0.20
H  -4.3087  -0.6746  2.8658  0.31
H  -4.9466  3.0832  1.0457  0.27
H  -3.5430  2.3591  0.8540  0.25
C  3.4870  -1.9337  0.1550  -0.47
O  4.3841  -2.5160  -0.8020  -0.29
C  5.7290  -2.5030  -0.3970  -0.99
C  6.6425  -1.3663  -0.8143  0.65
C  6.0939  0.0235  -0.4956  -1.20
N  6.9753  -1.4095  -2.2610  -0.73
H  2.4248  -2.0403  -0.0755  -0.05
H  3.6002  -0.8594  -0.0320  0.14
H  3.7183  -2.3319  1.1392  0.44
H  5.7708  -2.5736  0.7022  0.45
H  6.1652  -3.4480  -0.7407  0.39
H  7.6025  -1.5620  -0.3257  0.25
H  5.1904  0.1897  -1.0882  -0.14
H  6.7830  0.8060  -0.8209  0.49
H  5.9382  0.1215  0.5789  0.45
H  6.5936  -2.2252  -2.7283  0.27
H  6.5383  -0.6210  -2.7257  0.28
C  -1.0263  -1.2649  -0.4348  -0.81
C  -1.1059  0.1621  0.1067  1.00
O  -0.4328  0.2930  1.3445  0.07
H  -1.2889  -1.2855  -1.4910  0.04
H  -1.6439  -1.9614  0.1294  0.64
H  0.0384  -1.5053  -0.3568  -0.09
H  -2.1465  0.5141  0.1103  -0.37
H  -0.5817  0.8008  -0.6138  -0.26
H  0.0541  1.1252  1.3784  -0.24
C  -0.4070  1.6863  4.9898  -0.88
C  0.7896  2.0348  4.1178  -0.36
O  0.3571  2.5760  2.8658  -0.40
H  -0.9255  2.6058  5.2827  0.36
H  -0.0243  1.1663  5.8702  0.34
H  -1.2059  1.1491  4.4795  0.09
H  1.4827  1.2022  3.9826  0.29
H  1.4609  2.7805  4.5645  0.38
H  -0.1036  3.4044  3.0167  0.24
C  -1.6933  -1.9902  -5.5309  -1.47
C  -0.9977  -2.1332  -4.2090  0.70
O  0.2228  -2.8630  -4.3494  -0.57
H  -2.5011  -1.2577  -5.5002  0.36
H  -2.0593  -2.9166  -5.9823  0.33
H  -1.0751  -1.6638  -6.3817  0.36
H  -1.6951  -2.7773  -3.6630  0.32
H  -0.8361  -1.1760  -3.7148  -0.32
H  0.3773  -3.2911  -3.5018  0.30
O  -3.1843  -4.2061  1.8815  -0.64
H  -4.0507  -3.7907  1.8231  0.31
H  -2.6298  -3.5549  2.3464  0.35
O  -1.6103  -1.9697  2.8394  -0.71
H  -1.1942  -1.5025  2.1009  0.24
H  -0.9603  -1.9341  3.5490  0.28
O  -1.9363  1.8294  -2.8823  -0.57
H  -1.3791  1.1637  -3.3021  0.29
H  -2.3138  2.3308  -3.6141  0.26

---

2.
This record from the Open Molecules 2025 dataset describes a structure of composition C28H24BrN4O2PPdS at a distorted geometry. The level of theory is wB97M-V/def2-TZVPD.

Properties
gap between HOMO and LUMO (spin up / spin down): 4.945 / 4.946 eV
total charge: +2
E_tot: -133109.012 eV
ΔE to the lowest compared entry with this formula, charge and spin: 107.62 kcal/mol
E_HOMO (spin up / spin down): -0.5199 / -0.5199 Eh

Last column: Mulliken charge in e.
Cartesian coordinates (Å):
Pd  -0.2018  0.1754  0.3790  -0.27
O  -1.4422  -2.7665  -1.6318  -0.57
C  -1.4895  -2.4363  -0.4792  0.18
O  -1.8447  -1.4212  0.1414  -0.68
C  -0.9896  -3.5422  0.5522  0.35
C  -1.6160  -4.7694  0.5350  -0.55
C  -1.3234  -5.6680  1.5556  -0.57
C  -0.4114  -5.3306  2.5408  -0.89
C  0.2559  -4.1211  2.4990  -0.04
C  -0.0241  -3.2047  1.4796  -0.11
P  0.9113  -1.6288  1.4880  2.27
C  2.6561  -2.0731  1.3944  0.53
C  3.0753  -3.3514  1.0310  -0.49
C  4.4273  -3.6398  0.9967  -0.72
C  5.3656  -2.6609  1.2888  -0.59
C  4.9467  -1.3755  1.6069  -0.70
C  3.5994  -1.0712  1.6435  -0.62
C  0.5766  -1.0404  3.1818  0.63
C  1.5091  -1.0397  4.2116  -0.42
C  1.1210  -0.6385  5.4794  -0.87
C  -0.1893  -0.2618  5.7281  -0.62
C  -1.1256  -0.2654  4.7012  -0.90
C  -0.7387  -0.6287  3.4237  -0.60
H  -2.3171  -5.0163  -0.2460  0.54
H  -1.8164  -6.6284  1.5635  0.44
H  -0.2013  -6.0228  3.3445  0.46
H  0.9883  -3.8558  3.2487  0.53
H  2.3503  -4.1152  0.7926  0.47
H  4.7480  -4.6352  0.7375  0.45
H  6.4195  -2.8938  1.2515  0.43
H  5.6720  -0.6067  1.8160  0.45
H  3.2695  -0.0608  1.8590  0.39
H  2.5197  -1.3670  4.0216  0.51
H  1.8382  -0.6420  6.2852  0.49
H  -0.4824  0.0093  6.7302  0.46
H  -2.1571  -0.0156  4.9072  0.55
H  -1.4587  -0.6792  2.6035  0.71
C  -3.1555  3.3047  3.7500  -1.36
C  -1.7303  3.2369  3.3909  1.03
N  -0.7517  3.7652  4.0477  -0.75
N  0.3787  3.4467  3.4035  0.31
C  0.1381  2.6816  2.3256  0.18
S  1.2635  2.0412  1.2618  -0.19
N  -1.2302  2.5487  2.2941  0.59
N  -1.9264  1.8202  1.3313  -0.94
H  -3.2553  3.9303  4.6312  0.36
H  -3.5439  2.3165  3.9923  0.32
H  -3.7528  3.7312  2.9458  0.37
H  1.2736  3.7834  3.7327  0.17
H  -2.7457  1.3679  1.7469  0.26
H  -2.2521  2.4224  0.5663  0.34
Br  -2.0272  3.9442  -4.7279  -0.09
C  -1.3223  2.6486  -3.5220  -0.02
C  -2.1617  1.6384  -3.0491  -0.66
C  -1.6645  0.7257  -2.1376  0.03
C  -0.3490  0.8476  -1.6804  0.59
C  0.5031  1.8217  -2.2044  -0.43
C  0.0096  2.7352  -3.1180  -0.52
H  -3.1883  1.5879  -3.3793  0.49
H  -2.3074  -0.0801  -1.7924  0.43
H  1.5392  1.8918  -1.8938  0.42
H  0.6378  3.5230  -3.5017  0.46

---

3.
This record from the Open Molecules 2025 dataset describes an isolated molecule of C3H3ClFNS at a distorted geometry. The level of theory is wB97M-V/def2-TZVPD.

Properties
structure (SMILES): FC(/C=N\S)=C/Cl
gap between HOMO and LUMO: 9.481 eV
E_tot: -30722.960 eV
ΔE to the lowest compared entry with this formula, charge and spin: 24.11 kcal/mol
E_HOMO: -0.3420 Eh

Last column: Mulliken charge in e.
Cartesian coordinates (Å):
F  -1.5214  -1.6421  -0.5299  -0.26
C  -0.9177  -0.5040  -0.1056  0.34
C  0.2891  -0.8118  0.6871  -0.09
N  1.4876  -0.3751  0.7047  -0.34
S  1.9441  0.6345  -0.6077  -0.10
C  -1.4650  0.6669  -0.3990  -0.27
Cl  -0.8973  2.1827  0.1635  -0.12
H  0.1298  -1.4625  1.5607  0.33
H  3.2601  0.5554  -0.3901  0.16
H  -2.3094  0.7561  -1.0838  0.37

---

4.
This record from the Open Molecules 2025 dataset describes a cluster of 9 separate species, C30H59BrCl17N2O in total at a distorted geometry. The level of theory is wB97M-V/def2-TZVPD.

Properties
gap between HOMO and LUMO: 9.394 eV
total charge: +1
E_tot: -320014.877 eV
E_HOMO: -0.4415 Eh

Last column: Mulliken charge in e.
Cartesian coordinates (Å):
C  2.8072  0.0540  3.1298  -0.81
C  3.0876  -0.1836  1.6381  -0.61
N  3.4883  -1.5831  1.3734  0.05
C  2.4148  -2.4432  0.8900  0.09
C  1.0460  -2.1841  1.5135  -2.34
C  0.0025  -3.2714  1.0799  3.38
C  -0.7344  -3.7565  2.3364  -1.45
C  0.1005  -4.5656  3.3282  -1.12
C  -1.0071  -2.5563  0.1100  -1.58
C  -2.3459  -2.2782  0.7284  0.65
O  -2.6073  -1.3227  1.4410  -0.49
Cl  -3.6255  -3.4776  0.3572  -0.21
C  0.6019  -4.3905  0.2476  -2.36
N  1.9138  -4.9138  0.7307  0.37
C  2.8190  -3.8727  1.3082  1.29
C  4.2944  -4.2346  1.0733  -1.36
C  5.0564  -4.2849  2.3829  0.57
C  6.5336  -3.9037  2.2545  -1.18
Br  4.8906  -6.1425  3.0615  -0.17
H  2.7129  -0.9148  3.6038  0.01
H  1.8733  0.5701  3.3092  0.28
H  3.6527  0.5368  3.5961  0.37
H  2.2846  0.1715  0.9981  0.39
H  3.9513  0.4172  1.3884  0.59
H  4.1435  -1.5176  0.5978  0.09
H  2.3105  -2.4103  -0.1991  -0.03
H  0.6543  -1.2074  1.2775  0.94
H  1.1943  -2.1945  2.5867  0.24
H  -1.5848  -4.3751  2.0664  0.54
H  -1.0588  -2.8844  2.8841  0.50
H  -0.5485  -4.8071  4.1613  0.59
H  0.9037  -3.9820  3.7661  -0.10
H  0.4404  -5.5205  2.9340  0.25
H  -0.5773  -1.6664  -0.3207  0.39
H  -1.1888  -3.2238  -0.7271  0.58
H  -0.0973  -5.2193  0.2186  0.31
H  0.7383  -4.0827  -0.7776  0.64
H  2.3976  -5.3048  -0.0791  0.54
H  1.8266  -5.6944  1.3794  0.51
H  2.6706  -3.8970  2.3785  -0.95
H  4.7609  -3.5878  0.3510  -0.09
H  4.3004  -5.2412  0.6668  0.65
H  4.6087  -3.6861  3.1544  -0.04
H  6.8165  -3.8679  1.2115  0.31
H  7.1579  -4.5854  2.8065  0.39
H  6.6728  -2.9318  2.7101  0.34
Cl  3.3361  -2.4411  8.3294  -0.17
C  2.0571  -3.5580  7.8008  -0.41
C  2.5095  -4.4336  6.6621  -0.63
Cl  2.7612  -3.4944  5.1598  -0.04
H  1.1859  -2.9674  7.5282  0.29
H  1.7996  -4.1812  8.6553  0.35
H  1.7502  -5.1836  6.4444  0.27
H  3.4413  -4.9425  6.8920  0.37
Cl  -3.3451  5.0988  2.6269  -0.21
C  -4.1193  4.0524  1.4058  0.06
C  -3.2165  2.9262  0.9820  -0.47
Cl  -1.8118  3.5114  0.0472  -0.17
H  -4.4135  4.6824  0.5659  -0.15
H  -5.0207  3.6449  1.8612  0.36
H  -3.7627  2.2443  0.3383  0.10
H  -2.8393  2.3698  1.8353  0.41
Cl  -5.9240  5.6557  -1.2189  -0.22
C  -5.4949  5.0424  -2.8387  -0.43
C  -6.0104  3.6505  -3.0891  -0.52
Cl  -5.1800  2.4276  -2.0897  -0.17
H  -4.4138  5.0969  -2.9391  0.33
H  -5.9445  5.7264  -3.5576  0.31
H  -5.8363  3.3779  -4.1284  0.38
H  -7.0758  3.5780  -2.8868  0.34
Cl  -6.1123  8.7927  -3.4236  -0.17
C  -7.6008  9.4523  -2.6987  -0.42
C  -8.4066  8.3835  -2.0074  -0.36
Cl  -9.0975  7.2112  -3.1600  -0.18
H  -8.1696  9.9372  -3.4874  0.32
H  -7.2983  10.2078  -1.9760  0.29
H  -9.2404  8.8390  -1.4762  0.35
H  -7.8010  7.8299  -1.2953  0.17
Cl  2.7730  5.2418  -0.0230  -0.19
C  1.6869  6.2944  -0.9679  -0.51
C  0.6479  5.5044  -1.7192  0.05
Cl  1.3690  4.5368  -3.0345  -0.15
H  2.2992  6.8889  -1.6406  0.35
H  1.1970  6.9631  -0.2624  0.33
H  -0.0679  6.1810  -2.1824  0.36
H  0.1094  4.8366  -1.0538  -0.18
Cl  4.7551  -1.6220  -1.5198  -0.11
C  5.3433  -2.0637  -3.1514  -0.54
C  4.9032  -3.4472  -3.5461  -0.47
Cl  5.6838  -4.7141  -2.5599  -0.19
H  6.4252  -1.9657  -3.1491  0.35
H  4.9331  -1.3321  -3.8459  0.27
H  5.1742  -3.6345  -4.5831  0.40
H  3.8272  -3.5642  -3.4443  0.28
Cl  -7.0018  -1.2425  -5.0288  -0.19
C  -7.4216  -0.5673  -3.4335  -0.03
C  -7.3902  -1.6092  -2.3464  -0.42
Cl  -8.6951  -2.8091  -2.5207  -0.19
H  -8.4023  -0.1051  -3.5126  0.34
H  -6.6900  0.2087  -3.2154  -0.10
H  -7.5268  -1.1295  -1.3785  0.30
H  -6.4436  -2.1435  -2.3382  0.29
Cl  2.9880  1.8420  -5.3739  -0.19
C  4.0552  3.1922  -4.9036  -0.34
C  5.5144  2.8395  -5.0019  -0.50
Cl  5.9875  1.6213  -3.7877  -0.17
H  3.7859  3.4847  -3.8927  0.22
H  3.8360  4.0212  -5.5742  0.34
H  6.1150  3.7278  -4.8162  0.33
H  5.7716  2.4455  -5.9814  0.33

---

5.
This record from the Open Molecules 2025 dataset describes an isolated molecule of C3H6N2O at a distorted geometry. The level of theory is wB97M-V/def2-TZVPD.

Properties
gap between HOMO and LUMO (spin up / spin down): 7.912 / 8.680 eV
E_tot: -8230.476 eV
ΔE to the lowest compared entry with this formula, charge and spin: 143.50 kcal/mol
E_HOMO (spin up / spin down): -0.2868 / -0.3175 Eh

Last column: Mulliken charge in e.
Cartesian coordinates (Å):
C  -0.0722  0.7822  -0.4792  0.15
C  1.3686  1.0007  -0.3474  -0.36
C  -1.9137  -0.5198  0.2002  -0.75
N  1.8581  -1.0940  0.4997  -0.46
N  -0.5625  -0.1596  0.1620  -0.23
O  2.1716  0.1812  0.1776  -0.08
H  -0.7156  1.4850  -0.9680  0.40
H  1.9540  1.9508  -0.6501  0.31
H  -2.2472  -0.3989  1.2003  0.27
H  -2.6081  0.0049  -0.4878  0.30
H  -1.9041  -1.6215  -0.0214  0.26
H  2.6711  -1.6110  0.7141  0.18

---

6.
This record from the Open Molecules 2025 dataset describes a cluster of 2 separate species, C3H4BrNO3 in total at a distorted geometry. The level of theory is wB97M-V/def2-TZVPD.

Properties
structure (SMILES): [O-]/[N+](O)=C/Br.C=C=O
gap between HOMO and LUMO: 9.282 eV
E_tot: -80845.348 eV
ΔE to the lowest compared entry with this formula, charge and spin: 121.98 kcal/mol
E_HOMO: -0.3222 Eh

Last column: Mulliken charge in e.
Cartesian coordinates (Å):
O  -2.1637  1.6368  -1.5374  -0.67
N  -1.5708  0.6388  -1.2866  0.79
O  -2.3052  -0.4350  -0.6873  -0.48
C  -0.3111  0.3469  -1.3368  -0.42
Br  0.3627  -1.3669  -1.2574  -0.07
H  -3.3185  -0.2450  -0.6861  0.34
H  0.3146  1.1265  -1.5818  0.51
C  1.9813  -0.8102  1.6814  -1.12
C  1.5523  0.3980  1.6144  0.89
O  1.0741  1.4368  1.4187  -0.36
H  3.0212  -1.1634  1.7721  0.23
H  1.3632  -1.5633  1.8868  0.37

---

7.
This record from the Open Molecules 2025 dataset describes a cluster of 5 separate species, H10O5 in total at a distorted geometry. The level of theory is wB97M-V/def2-TZVPD.

Properties
structure (SMILES): O.O.O.O.O
gap between HOMO and LUMO: 11.974 eV
E_tot: -10399.885 eV
ΔE to the lowest compared entry with this formula, charge and spin: 22.23 kcal/mol
E_HOMO: -0.4255 Eh

Last column: Mulliken charge in e.
Cartesian coordinates (Å):
O  -1.8798  0.6821  0.1626  -0.69
H  -0.9298  0.7084  -0.0070  0.43
H  -2.0655  0.1730  1.0111  0.39
O  0.4763  1.4364  -0.8839  -0.76
H  0.5707  0.5790  -1.3913  0.45
H  -0.2540  1.9740  -1.1828  0.29
O  0.6842  -1.0663  -1.7469  -0.68
H  0.8017  -1.4425  -2.6070  0.28
H  0.3871  -1.6860  -1.0400  0.39
O  -0.4577  -1.7488  0.5272  -0.69
H  0.0836  -1.4840  1.2762  0.40
H  -1.0315  -0.9460  0.4766  0.19
O  1.2947  0.7268  1.9087  -0.66
H  0.8851  1.0911  1.1179  0.33
H  0.6118  0.7900  2.6040  0.32

---

8.
This record from the Open Molecules 2025 dataset describes the ion CH3NO3P with charge -1 at a distorted geometry. The level of theory is wB97M-V/def2-TZVPD.

Properties
structure (SMILES): CP([O-])ON=O
gap between HOMO and LUMO: 8.042 eV
total charge: -1
E_tot: -18005.549 eV
ΔE to the lowest compared entry with this formula, charge and spin: 115.57 kcal/mol
E_HOMO: -0.1360 Eh

Last column: Mulliken charge in e.
Cartesian coordinates (Å):
C  -0.0966  -0.1500  0.1217  -0.90
P  -1.2887  -1.5308  0.5027  0.24
O  -1.1269  -2.6010  -0.4703  -0.52
O  -2.8571  -0.3569  -0.1491  -0.49
N  -3.8020  0.4502  -0.3896  0.32
O  -4.0541  1.4899  0.2580  -0.49
H  -0.5602  0.8840  0.5201  0.19
H  0.8405  -0.3076  0.6777  0.33
H  0.3510  -0.1687  -0.8674  0.32